[1]
{"formula": "C27H26IO6", "method": "the ωB97M-V functional and the def2-TZVPD basis", "species": ["C", "O", "C", "C", "C", "C", "C", "C", "C", "C", "C", "O", "C", "C", "C", "C", "C", "H", "H", "H", "H", "H", "H", "H", "H", "H", "H", "H", "H", "H", "H", "H", "C", "C", "C", "O", "C", "O", "C", "I", "C", "C", "C", "C", "C", "C", "C", "O", "O", "H", "H", "H", "H", "H", "H", "H", "H", "H", "H", "H"], "coordinates": [[0.46839, -5.39564, 3.15143], [0.96097, -4.22991, 3.84484], [0.47054, -3.01137, 3.50749], [1.01130, -1.89985, 4.20148], [0.54045, -0.64627, 3.92475], [-0.51526, -0.39988, 2.99296], [-0.91857, 0.94980, 2.82252], [-1.66010, 1.54188, 1.76077], [-1.84782, 2.95556, 1.83977], [-2.66712, 3.64504, 0.99051], [-3.42624, 2.92661, 0.03420], [-4.33676, 3.64344, -0.67218], [-5.18325, 2.96650, -1.62454], [-3.20298, 1.53303, -0.12714], [-2.24531, 0.88975, 0.63925], [-1.07344, -1.53542, 2.34399], [-0.54618, -2.80037, 2.53681], [1.01305, -6.21615, 3.61969], [-0.61448, -5.51755, 3.31362], [0.71204, -5.34068, 2.07818], [1.78417, -2.08550, 4.94705], [0.96686, 0.20789, 4.44638], [-0.46438, 1.66302, 3.51453], [-1.33633, 3.49202, 2.63345], [-2.80149, 4.72303, 1.05017], [-5.76746, 3.77640, -2.06287], [-4.57924, 2.46933, -2.39976], [-5.84987, 2.25473, -1.11283], [-3.78474, 0.96561, -0.85991], [-1.97601, -0.12932, 0.38034], [-1.95021, -1.43048, 1.71352], [-0.94159, -3.64329, 1.96357], [-2.63323, 1.41124, 9.23334], [-1.34129, 1.23204, 8.46154], [-0.13162, 1.24294, 9.40920], [-1.31191, -0.04458, 7.78029], [-2.16554, -0.20262, 6.71118], [-2.40701, -1.32289, 6.29791], [-2.67842, 1.03147, 6.13278], [-3.94699, 0.93307, 4.50311], [-5.73576, -0.11247, 5.16294], [-5.99395, -1.39791, 4.69820], [-7.13648, -2.06528, 5.16628], [-7.98240, -1.44462, 6.09050], [-7.70260, -0.15195, 6.54254], [-6.56950, 0.52817, 6.06949], [-1.87867, 2.22785, 6.32466], [-1.78665, 3.14373, 5.52150], [-1.15497, 2.28971, 7.49705], [-3.50103, 1.37734, 8.56683], [-2.71823, 0.61843, 9.98706], [-2.60793, 2.37556, 9.75428], [0.79351, 1.08329, 8.84913], [-0.06761, 2.20284, 9.92942], [-0.23204, 0.44322, 10.14968], [-5.31762, -1.87554, 3.99167], [-7.35665, -3.06737, 4.80348], [-8.86905, -1.96792, 6.45400], [-8.35802, 0.33926, 7.25885], [-6.34181, 1.53675, 6.40762]], "forces_ev_per_a": [[0.1, 0.1, 0.1], [-0.7, 1.3, -0.6], [0.2, -0.5, 0.1], [-0.1, -0.4, -0.2], [-0.2, 0.2, 0.3], [-0.2, 0.0, 0.4], [0.8, -0.5, -1.3], [0.1, 0.3, 0.1], [0.0, 0.0, 0.4], [-0.4, -0.1, -0.5], [-0.5, 0.3, -0.1], [0.9, -0.9, 0.6], [0.1, 0.1, 0.1], [0.1, 0.0, -0.2], [-0.6, 0.1, 0.2], [0.3, -0.3, 0.1], [-0.1, 0.0, 0.1], [-0.2, 0.0, -0.2], [0.4, 0.1, -0.1], [-0.1, 0.0, 0.4], [-0.2, 0.1, -0.2], [-0.1, -0.1, 0.0], [-0.3, -0.1, 0.0], [-0.1, 0.0, 0.0], [0.1, -0.3, 0.1], [0.0, -0.3, 0.0], [-0.2, 0.2, 0.3], [0.3, 0.2, -0.2], [0.5, 0.3, 0.1], [-0.2, 0.2, 0.1], [0.2, -0.1, 0.1], [0.0, 0.3, 0.4], [-0.2, 0.0, 0.1], [0.4, -0.2, 0.1], [-0.2, 0.0, -0.5], [-0.4, 0.5, -0.3], [-0.5, -0.4, -0.6], [0.1, 0.5, 0.2], [0.9, -0.3, 1.1], [-0.1, -0.5, 0.4], [0.2, 0.1, 0.4], [0.0, 0.0, 0.0], [0.2, 0.4, 0.0], [0.2, 0.1, -0.1], [0.3, 0.0, -0.3], [-0.2, 0.0, 0.2], [-0.6, 0.3, -0.3], [0.0, -0.3, 0.3], [-0.3, -0.5, -0.5], [0.1, 0.0, 0.2], [0.0, 0.2, -0.2], [0.0, -0.2, -0.2], [-0.2, 0.0, 0.0], [-0.1, -0.1, -0.1], [-0.1, 0.1, -0.2], [-0.2, 0.0, 0.2], [0.1, 0.2, 0.1], [0.3, 0.2, -0.1], [0.1, -0.1, -0.2], [-0.1, -0.2, 0.0]], "mulliken_charge": [-0.82, -0.41, 0.94, -0.79, -0.54, 1.01, -0.44, 0.71, -0.53, -0.73, 0.93, -0.41, -0.80, -0.46, -0.87, -0.57, -0.90, 0.25, 0.35, 0.35, 0.45, 0.41, 0.18, 0.33, 0.45, 0.25, 0.35, 0.35, 0.42, 0.65, 0.38, 0.40, -1.31, 1.45, -1.66, -0.37, 0.55, -0.69, -0.14, 0.58, 0.22, -0.22, -0.51, -0.45, -0.53, -0.32, 0.43, -0.68, -0.34, 0.22, 0.37, 0.39, 0.39, 0.40, 0.39, 0.37, 0.37, 0.37, 0.38, 0.40], "homo_lumo_gap_ev": 5.7, "e_homo_ev": -10.7, "e_above_lowest_ev": 0.0000, "total_energy_ha": -1793.2654, "charge": 1, "e_lumo_ha": -0.1844}

[2]
{"formula": "C16H34Cl8OS", "method": "the ωB97M-V functional and the def2-TZVPD basis", "species": ["C", "S", "O", "C", "H", "H", "H", "H", "H", "H", "C", "Cl", "Cl", "Cl", "Cl", "C", "Cl", "Cl", "Cl", "Cl", "C", "C", "C", "C", "C", "C", "H", "H", "H", "H", "H", "H", "H", "H", "H", "H", "H", "H", "H", "H", "C", "C", "C", "C", "C", "C", "H", "H", "H", "H", "H", "H", "H", "H", "H", "H", "H", "H", "H", "H"], "coordinates": [[-1.69882, -8.11536, 1.05328], [-3.08901, -8.99376, 0.28005], [-2.81615, -10.48774, 0.50777], [-4.49931, -8.72201, 1.33453], [-1.93723, -7.05482, 1.13404], [-0.82464, -8.22482, 0.41144], [-1.39946, -8.57363, 1.99587], [-4.75019, -7.66313, 1.27185], [-4.26540, -8.87568, 2.38798], [-5.34988, -9.25342, 0.90764], [-0.92522, -2.57400, -0.89489], [-0.82221, -1.15900, -1.92683], [-2.58305, -3.33583, -1.05096], [0.38117, -3.62600, -1.44848], [-0.59952, -1.88759, 0.68737], [-3.93609, 3.30545, 3.14132], [-3.19465, 2.28662, 1.92761], [-2.74892, 4.06889, 4.17893], [-4.73155, 4.66699, 2.31846], [-5.02067, 2.19058, 4.09434], [0.41823, 5.33737, -2.02833], [-0.20178, 4.11942, -2.66878], [-0.64108, 4.39178, -4.16704], [-1.93199, 5.23379, -4.32001], [-3.20075, 4.68731, -3.56990], [-3.78149, 3.36679, -4.21916], [1.37012, 5.61245, -2.48257], [0.58560, 5.17471, -0.96361], [-0.09038, 6.30035, -2.07389], [0.61433, 3.40822, -2.79631], [-0.91714, 3.62684, -2.01021], [-0.82898, 3.47379, -4.72389], [0.18185, 4.79247, -4.75893], [-1.75335, 6.28015, -4.07239], [-2.28406, 5.40231, -5.33772], [-3.02651, 4.91007, -2.51722], [-3.88497, 5.52525, -3.70333], [-3.93407, 3.70045, -5.24556], [-2.97986, 2.63034, -4.16312], [-4.72105, 3.13457, -3.71777], [5.20687, -3.21223, 1.96499], [4.68948, -1.96475, 1.25472], [4.85594, -0.77558, 2.23335], [4.07150, 0.51415, 1.71191], [3.92026, 1.60754, 2.70788], [3.05863, 1.35756, 3.91340], [5.11753, -4.12762, 1.38001], [4.84487, -3.41610, 2.97271], [6.27891, -3.01749, 1.93495], [5.18076, -1.73128, 0.31014], [3.62077, -2.08657, 1.07837], [5.86139, -0.47339, 2.52638], [4.28385, -1.03863, 3.12308], [4.58230, 0.84621, 0.80807], [3.07298, 0.19118, 1.41736], [4.90917, 1.87253, 3.08194], [3.63737, 2.51418, 2.17301], [2.12017, 0.90006, 3.60019], [3.60653, 0.67853, 4.56673], [2.89897, 2.28164, 4.46899]], "forces_ev_per_a": [[-0.2, 0.0, 0.2], [0.6, -2.7, -0.1], [0.0, 1.8, -0.5], [0.2, 1.7, 0.4], [0.0, 0.0, 0.2], [-0.3, -0.1, -0.4], [-0.5, 0.1, 0.2], [-0.1, 0.2, -0.2], [-0.1, -0.7, -0.1], [0.3, -0.4, 0.3], [-0.2, 0.5, -0.6], [-0.6, 0.5, -1.0], [1.4, 0.4, 0.3], [-0.4, -0.5, 0.5], [-0.2, -0.9, 0.8], [-0.4, -0.1, 0.1], [0.4, -0.1, -0.3], [0.3, -0.4, 0.4], [-0.6, -0.5, 0.2], [0.3, 1.1, -0.4], [0.4, 0.9, 0.6], [0.6, 0.2, -1.9], [-1.3, -0.2, 0.4], [-0.4, 0.0, 0.2], [0.7, 1.7, -0.9], [1.2, 2.3, 1.3], [0.3, -0.4, 0.0], [0.2, -0.1, 0.0], [-0.8, -0.2, -0.2], [0.1, -0.3, 0.3], [-0.4, 0.2, -0.4], [-0.1, -0.5, 0.4], [0.2, 0.5, 0.4], [0.1, 0.0, 0.8], [0.5, -0.7, -0.6], [0.1, -1.6, 0.5], [-0.7, -0.2, -0.6], [-0.2, -0.6, -0.1], [-0.6, -0.4, 0.0], [0.2, -0.5, -0.2], [1.3, -0.1, -1.4], [-0.5, 0.5, 1.5], [-2.3, 1.3, -0.7], [0.7, -2.0, -0.2], [1.2, 1.4, 0.0], [0.1, -0.4, 0.0], [-0.4, 0.0, -0.1], [0.0, 0.4, -0.1], [0.3, -0.4, 0.8], [0.1, -0.4, 0.0], [-0.1, 0.2, -0.3], [0.2, -0.4, -0.2], [0.4, -0.2, 0.4], [-0.1, 0.3, -0.1], [-0.1, -0.2, -0.2], [0.3, 0.0, 0.1], [-0.4, 0.1, 0.0], [-0.2, 0.1, 0.3], [-0.3, -0.2, 0.2], [-0.2, -0.1, 0.0]], "mulliken_charge": [-0.86, 0.49, -0.63, -0.86, 0.31, 0.30, 0.31, 0.33, 0.30, 0.30, 0.34, -0.09, -0.10, -0.09, -0.07, 0.36, -0.06, -0.09, -0.10, -0.11, -1.27, -0.23, -0.85, -0.88, -0.58, -1.01, 0.35, 0.33, 0.32, 0.30, 0.33, 0.33, 0.40, 0.35, 0.48, 0.39, 0.36, 0.28, 0.26, 0.33, -1.22, -0.31, -0.62, -0.55, -0.54, -1.09, 0.37, 0.34, 0.29, 0.35, 0.24, 0.36, 0.27, 0.36, 0.22, 0.26, 0.37, 0.25, 0.31, 0.35], "homo_lumo_gap_ev": 8.7, "e_homo_ev": -8.8, "total_energy_ha": -4784.8461, "e_lumo_ha": -0.0057}

[3]
{"formula": "CH6NS", "method": "the ωB97M-V functional and the def2-TZVPD basis", "species": ["N", "H", "H", "H", "C", "S", "H", "H", "H"], "coordinates": [[0.37187, -2.15430, 0.33690], [1.15966, -2.54701, -0.16146], [-0.47362, -2.29937, -0.20395], [0.46683, -1.14043, 0.31663], [-0.36088, 1.66885, 0.04607], [0.39120, 0.97610, -1.47981], [-0.20594, 0.99470, 0.88185], [-1.43678, 1.86702, -0.05105], [0.08767, 2.63444, 0.31483]], "forces_ev_per_a": [[-0.4, 0.0, 0.6], [-0.1, 0.2, -0.2], [0.2, -0.2, -0.2], [0.3, 0.0, -0.3], [0.1, 0.4, -0.3], [-0.1, 0.1, 0.1], [-0.1, -0.1, 0.3], [0.1, -0.2, 0.0], [0.1, -0.1, 0.0]], "mulliken_charge": [-0.74, 0.21, 0.26, 0.22, -0.76, -0.74, 0.19, 0.17, 0.19], "homo_lumo_gap_ev": 6.6, "e_homo_ev": -2.2, "e_above_lowest_ev": 0.1216, "total_energy_ha": -494.6601, "charge": -1, "e_lumo_ha": 0.1631}